No. 1
C31H38AlAsO as an isolated structure, computed with wB97M-V/def2-TZVPD.

As for the total charge: +2. The HOMO energy (spin up / spin down) is -0.5296 / -0.5296 Ha. For the maximum force, the calculation gives 2.97 eV Å⁻¹.

CARTESIAN COORDINATES (ANGSTROEM)
H1 -3.46492 -0.06954 -3.31463
C1 0.31632 2.82989 -2.58204
As1 0.27963 0.02263 1.84397
C2 -0.76211 -0.65540 -3.44016
C3 -2.26358 -1.35204 2.48925
C4 0.26800 -2.06573 -1.92792
C5 2.71209 3.40407 2.90519
C6 3.31159 -2.67076 2.88555
C7 0.82894 -1.98642 3.97476
H2 -1.12650 -0.63657 -5.54745
C8 2.04083 2.16388 2.97043
C9 1.59955 -3.02549 4.51774
H3 1.37835 1.25994 -3.51178
C10 0.93845 4.26964 1.51893
H4 2.26819 -2.72850 -1.68487
C11 1.31369 -1.29089 2.85367
H5 -2.14795 -3.79075 -1.08878
C12 -1.66074 -0.09812 2.36963
H6 -3.66711 -1.82126 -3.15454
C13 2.56705 -1.62523 2.32525
C14 -4.33978 -0.26991 3.15046
H7 1.29494 -2.83871 -0.22080
H8 -0.21084 0.76551 -4.95981
H9 -1.95804 0.66478 -4.65549
C15 -3.22114 -0.93125 -2.68085
C16 2.83450 -3.36880 3.98617
H10 0.60407 4.99793 0.77165
H11 2.75548 5.36891 2.00877
H12 -1.68857 -2.26055 2.31528
C17 1.74159 -1.23851 -3.85998
H13 2.61297 -1.37452 -3.20392
H14 -4.27481 1.87951 3.30544
C18 2.18258 4.44337 2.13077
C19 0.69086 4.06015 -3.43253
H15 1.87032 -0.28946 -4.39550
C20 -1.83100 -2.83935 -0.62026
C21 -1.02711 0.07459 -4.70444
H16 3.70019 3.50631 3.39290
C22 -3.62058 -1.42669 2.86242
H17 -4.09386 -2.40518 2.91519
C23 0.47111 -1.29747 -3.09240
H18 -0.86059 3.02786 1.40396
H19 2.49768 1.30722 3.45968
H20 -1.85783 2.02328 2.73387
C24 1.36961 1.65440 -2.48719
C25 0.81091 1.98165 2.30648
H21 -0.11916 -1.70912 4.42938
C26 -1.12682 -1.99525 -1.60602
H22 1.49491 4.59047 -2.92076
C27 -2.35750 1.06261 2.72799
H23 2.33729 2.03514 -2.23966
H24 -0.18606 4.71632 -3.51798
H25 4.26435 -2.92522 2.44078
H26 1.02480 3.78026 -4.42946
H27 1.21184 -3.57403 5.36751
H28 0.04093 3.19610 -1.55190
O1 0.92584 -0.58310 0.29325
H29 -2.73836 -2.36057 -0.21393
C28 -3.71548 0.97244 3.08380
H30 -5.39622 -0.34045 3.42589
C29 -1.75370 -1.13012 -2.53998
H31 -1.17009 -3.08895 0.21982
H32 1.80268 -2.03869 -4.62296
H33 -0.78299 0.90571 -0.19633
H34 -0.64589 2.42717 -2.94643
Al1 0.53239 0.67633 -1.10075
H35 3.41905 -4.18653 4.41273
C30 1.26570 -2.96119 -1.31188
H36 2.97174 -1.08763 1.47133
C31 0.17634 3.09027 1.74368
H37 -3.71873 -0.79721 -1.70899
H38 1.06069 -4.02316 -1.54125

Forces on atoms 1 to 3 (eV/Å):
H 0.10 -0.26 0.20
C -0.53 0.33 0.91
As 0.17 0.50 1.63

Atomic partial charges in e from the Löwdin method, atoms 1 to 4:
1. H 0.09
2. C -0.33
3. As 1.38
4. C -0.16

***

No. 2
A 3-piece molecular cluster, C31H64BrClF3N4O11P2S3 overall, computed with wB97M-V/def2-TZVPD.

As for the total charge: +1. The HOMO energy is -0.3895 Ha. For the maximum force, the calculation gives 1.31 eV Å⁻¹.

CARTESIAN COORDINATES (ANGSTROEM)
H1 3.56988 -4.05691 4.03735
C1 -4.10272 -3.42275 1.22788
F1 -1.57316 2.84270 2.05386
H2 -9.01804 3.71749 -4.88864
S1 -0.04678 3.49013 -0.92534
H3 -0.82967 0.99898 0.39796
C2 -7.95907 3.46055 -4.94809
C3 2.72984 -3.09754 5.76160
H4 1.52726 -4.73323 5.50206
C4 3.30242 -3.04168 4.34008
H5 3.94447 -2.82078 2.05709
H6 -4.71942 -3.85444 2.02031
H7 5.91218 1.60198 1.23507
H8 -7.64560 3.94952 -2.09051
Br1 2.37694 5.42766 -2.36048
C5 -8.48906 1.48717 -3.39627
C6 -4.84134 -2.30130 0.47613
C7 2.38049 -3.08281 -1.57515
C8 6.65845 -0.31068 2.54830
P1 4.69026 2.72146 -3.03061
H9 -7.61063 3.68314 -5.95599
S2 -4.05072 0.98509 -1.28488
O1 2.65484 -0.71672 -1.99011
O2 0.40174 1.83936 1.86769
H10 -6.10950 -1.08812 2.91958
O3 -7.93476 1.88247 -2.15659
H11 -5.96507 2.14730 -3.65159
H12 6.03905 1.77145 -1.55421
C9 -4.97235 -0.00630 1.38257
C10 2.27602 -1.18229 3.24263
H13 -8.09863 1.40329 -5.47609
H14 4.21957 -2.43838 4.31028
H15 -5.20323 0.29640 3.51294
H16 -2.50318 0.01971 -2.96098
N1 -6.28413 1.74379 -4.52907
C11 2.70936 -2.01292 -2.59432
C12 2.60880 -1.73380 6.43443
F2 -1.30550 0.94109 2.97392
H17 3.30732 0.24460 -3.69120
C13 -0.46258 1.20792 -2.24461
H18 1.99864 -3.96328 0.88815
P2 2.02594 3.67972 -3.63558
H19 -3.19468 -3.01967 1.68438
O4 2.39338 -2.58390 3.35076
H20 -7.41029 4.10864 -4.26398
H21 4.30911 1.59774 2.03204
C14 4.36428 0.63043 0.08206
C15 -1.83895 -0.81325 -2.72083
O5 6.00859 1.93124 -2.50600
C16 3.51845 1.77580 -0.52632
H22 4.55751 -0.08133 -2.51548
C17 0.69960 1.93784 -1.51944
H23 -4.42548 0.93769 1.41483
H24 1.96736 -2.04886 -3.40453
H25 0.10009 4.48277 -4.28969
C18 0.18914 0.92853 0.78936
H26 -6.11799 0.74693 -4.42437
Cl1 4.33970 3.37238 -0.18306
H27 3.43741 -3.69222 6.34733
C19 -5.17161 -0.53860 2.80916
C20 3.30147 1.63930 -2.06320
H28 3.18783 -4.93298 -0.03132
F3 -0.26249 2.65929 3.73361
H29 0.80499 -3.33159 5.16676
H30 2.45654 -1.86012 7.50530
O6 4.63645 1.93684 -4.46854
C21 -0.66605 2.06600 2.64847
C22 -7.72587 1.98789 -4.62924
H31 -4.34046 -1.18522 3.10114
C23 7.25562 0.88228 3.24297
H32 6.53340 1.37562 3.89578
H33 3.51014 -1.13537 6.28602
H34 -1.38128 1.49472 -1.72496
H35 8.12017 0.54253 3.81271
C24 -0.41715 -0.32298 -2.35329
C25 -3.70006 -0.46926 -0.61610
H36 3.23231 -0.68332 3.42518
H37 7.60716 1.61799 2.51212
H38 -5.94334 0.17716 0.90393
H39 4.28793 2.53218 -5.14990
H40 3.83165 -4.54869 2.39942
S3 -2.58395 -1.67417 -1.31932
H41 2.59392 -4.05660 -2.04319
O7 5.36321 -0.17670 2.12169
H42 5.14281 0.27014 -0.59503
H43 1.56226 0.16658 -0.62949
N2 1.43476 -3.77631 5.82883
C26 3.02648 -3.98246 0.49617
H44 -9.54659 1.77809 -3.44841
H45 -4.92376 -2.55973 -0.58063
C27 5.00908 1.02257 1.42147
C28 4.03364 -3.81477 1.61448
O8 2.32940 1.89374 0.20888
N3 -4.18923 -0.95793 0.57642
H46 -1.83211 -1.52035 -3.55448
H47 -0.14350 -0.78416 -1.40402
H48 5.05735 -3.93749 1.25333
O9 0.43806 3.65179 -3.91639
H49 1.52354 -0.78043 3.92672
O10 7.20762 -1.34769 2.41619
N4 1.89627 2.12557 -2.52662
H50 3.68382 -0.20538 0.27795
H51 -5.86025 -2.18659 0.85273
H52 0.28038 -0.63233 -3.13237
O11 3.18756 -2.90729 -0.43703
H53 -8.22533 3.16418 -0.61470
C29 1.23688 1.15933 -0.32174
H54 1.68154 1.44280 -3.26224
H55 0.83860 3.72395 0.05174
H56 -3.80011 -4.22180 0.54783
H57 1.31112 -3.06016 -1.30904
H58 0.31913 -0.08802 1.17281
H59 3.70833 -2.18691 -3.01287
H60 1.96538 -0.96272 2.22183
H61 -9.33659 3.40566 -1.97759
H62 1.75587 -1.17242 6.05173
H63 -8.45010 0.39459 -3.39222
C30 3.50724 0.21508 -2.60974
H64 -0.56112 1.61580 -3.25502
C31 -8.30450 3.16905 -1.70128

Forces on atoms 1 to 3 (eV/Å):
H -0.11 0.21 0.31
C 0.08 0.16 0.07
F -0.31 0.35 -0.33

Atomic partial charges in e from the Löwdin method, atoms 1 to 4:
1. H 0.10
2. C -0.08
3. F 0.16
4. H 0.08

***

No. 3
C36H31BrN3O3PdSSi as an isolated structure, computed with wB97M-V/def2-TZVPD.

As for the total charge: -1. The HOMO energy is -0.1710 Ha. For the maximum force, the calculation gives 4.85 eV Å⁻¹.

CARTESIAN COORDINATES (ANGSTROEM)
H1 4.60223 -3.61395 -3.49575
H2 4.66676 3.05022 -4.22295
H3 -0.22474 4.48473 -1.34797
C1 -3.20300 1.21402 3.53397
C2 -3.77286 2.70217 -1.46294
H4 1.31942 -1.57778 1.96596
C3 -4.36796 -3.58991 1.97955
C4 -1.19519 2.91016 4.38917
C5 -2.78941 -1.31879 1.51485
C6 -3.36190 1.94303 4.70073
H5 -0.23602 -3.87999 -1.12742
H6 -0.15421 2.27350 2.63249
Br1 0.84006 -0.17887 -3.78797
C7 0.44189 2.45298 -1.23359
H7 -0.15620 2.16352 -2.09025
C8 0.19278 -3.73201 -0.15276
O1 3.57252 -1.55502 0.17483
O2 -0.18438 -0.02728 1.09951
C9 4.16260 2.31189 -3.62023
H8 -5.26770 -3.15375 0.08585
C10 4.67053 1.92460 -2.37695
C11 0.40687 3.77871 -0.82439
C12 -3.37798 2.17651 -2.68209
H9 2.57761 1.90319 -5.04846
H10 5.59085 2.34446 -1.99994
N1 2.45709 -2.29245 -1.65712
H11 -4.26779 1.83830 5.28799
Pd1 1.20733 -0.52525 -0.71279
C13 2.41361 0.75639 -3.26082
H12 -3.60866 2.55904 0.66019
H13 -3.72252 2.62950 -3.60202
C14 1.98856 1.96028 0.53539
C15 -4.52809 -2.85377 0.81815
C16 2.64380 -3.15707 -2.67939
C17 4.66244 -3.12072 -1.35363
H14 -1.37323 -0.31875 -1.55859
H15 0.31031 -5.76787 0.66755
C18 4.01051 0.97309 -1.64019
H16 3.93884 -4.87212 -2.44965
C19 -3.74628 -1.73311 0.59673
H17 -1.89395 -1.78059 3.39205
C20 -2.44791 1.04721 -0.30607
C21 1.17263 4.19780 0.24679
H18 4.96230 -3.81091 -0.56468
N2 2.86609 0.39522 -2.05721
H19 4.37403 0.63313 -0.67913
H20 -2.21691 0.66915 -3.67251
C22 -2.06644 0.52902 -1.53932
C23 3.00203 1.68617 -4.08081
H21 2.60258 1.24341 1.07708
C24 0.46914 -4.71142 0.74506
C25 -2.04667 1.32261 2.77270
H22 -3.99112 0.54181 3.21474
C26 -1.05439 2.18524 3.22046
O3 1.84862 -3.44076 -3.55011
Si1 -1.70942 0.23982 1.24703
H23 -3.89175 -1.15968 -0.30786
C27 -3.41579 -3.19955 2.90586
C28 -2.52755 1.08191 -2.72137
N3 0.51432 -2.48247 0.25780
H24 1.15527 5.23687 0.54801
H25 -0.39881 3.55977 4.73119
C29 1.22035 1.53674 -0.54134
C30 -2.35519 2.78993 5.13588
H26 5.51974 -2.48953 -1.59447
C31 3.52420 -2.23214 -0.84707
H27 -4.98071 -4.46410 2.16121
H28 -4.44704 3.55072 -1.43047
H29 -2.47107 3.34882 6.05591
H30 -3.28860 -3.76880 3.81898
C32 4.05187 -3.79350 -2.57058
C33 -2.63511 -2.08261 2.66543
C34 1.02916 -2.47052 1.44083
C35 1.96595 3.28833 0.92672
H31 2.56175 3.61722 1.76678
C36 -3.30766 2.13711 -0.28960
S1 1.16758 -4.03327 2.16705

Forces on atoms 1 to 3 (eV/Å):
H -0.03 -0.05 0.00
H 0.03 0.10 -0.06
H -0.03 0.02 -0.06

Atomic partial charges in e from the Löwdin method, atoms 1 to 4:
1. H 0.11
2. H 0.10
3. H 0.10
4. C -0.10

***

No. 4
One molecule with the formula C7H6, computed with wB97M-V/def2-TZVPD.

The HOMO energy is -0.3178 Ha. For the maximum force, the calculation gives 3.97 eV Å⁻¹.

CARTESIAN COORDINATES (ANGSTROEM)
H1 -1.32104 3.01099 0.91054
C1 0.49384 -1.44574 -0.16626
C2 0.58011 -2.63979 0.68814
H2 0.53282 1.23696 -2.28353
C3 -0.97982 2.06291 0.58047
C4 -0.36133 2.05108 -0.69626
C5 -1.05227 1.16592 1.50257
H3 1.50426 -2.69245 1.32368
C6 0.50853 -0.28930 -0.50221
C7 0.27796 0.93983 -1.25758
H4 0.64039 -3.49811 -0.06416
H5 -0.24380 -2.78229 1.29383
H6 -0.57966 2.87999 -1.32923

Forces on atoms 1 to 3 (eV/Å):
H -0.71 0.92 0.71
C 0.38 -0.01 2.19
C 2.55 -1.24 -2.79

Atomic partial charges in e from the Löwdin method, atoms 1 to 4:
1. H 0.09
2. C -0.06
3. C -0.09
4. H 0.10

***

No. 5
A 2-piece molecular cluster, C3H6ClNO2S overall, computed with wB97M-V/def2-TZVPD.

The HOMO energy is -0.3063 Ha. For the maximum force, the calculation gives 1.06 eV Å⁻¹. Its SMILES is OC(O)=C(S)Cl.C=N.

CARTESIAN COORDINATES (ANGSTROEM)
H1 1.45337 -0.62751 2.38914
Cl1 1.32961 0.52328 -2.65287
C1 -0.11049 -0.31843 -2.11148
N1 -0.33581 0.27531 1.78818
H2 1.47769 1.12206 1.79588
C2 -1.26870 0.35515 -2.04684
H3 -0.56471 1.99511 -2.71451
O1 -1.42570 1.62700 -2.46241
H4 -0.84370 -0.58729 1.99503
H5 0.54712 -2.52008 -2.50565
C3 0.89429 0.23212 2.00706
S1 0.06631 -1.92265 -1.40785
H6 -3.12333 0.38940 -1.74053
O2 -2.39100 -0.22652 -1.61351

Forces on atoms 1 to 3 (eV/Å):
H -0.12 -0.06 0.00
Cl -0.22 0.04 0.04
C 0.16 -0.43 0.46

Atomic partial charges in e from the Löwdin method, atoms 1 to 4:
1. H 0.06
2. Cl 0.61
3. C -1.02
4. N 0.02

***

No. 6
A 2-piece molecular cluster, C6H15O3SSi overall, computed with wB97M-V/def2-TZVPD.

As for the total charge: -1. The HOMO energy (spin up / spin down) is -0.1539 / -0.1593 Ha. For the maximum force, the calculation gives 5.01 eV Å⁻¹.

CARTESIAN COORDINATES (ANGSTROEM)
O1 3.97118 1.41019 1.15308
O2 5.00700 -0.13457 -0.60964
C1 0.51585 -0.11320 0.18723
H1 -2.99453 -0.90833 -1.94585
H2 1.37674 -0.21797 0.89895
C2 -3.26063 -1.10683 0.94340
H3 -0.63486 -1.78102 0.91747
O3 4.05362 -1.16346 1.52067
C3 1.91397 2.50963 -1.28926
S1 4.70409 0.05268 0.85836
H4 -3.44073 -0.31737 1.79561
H5 -2.90390 -2.21891 1.13196
H6 0.80950 -0.83258 -0.47438
H7 -0.14022 2.31124 0.46803
H8 -2.42269 0.45070 0.03851
H9 -4.15516 -1.26497 0.31398
H10 1.71879 3.46915 -1.68370
H11 2.44577 2.66936 -0.33794
H12 -0.96084 -0.33129 1.88174
Si1 0.33278 1.61168 -0.62174
H13 -1.10750 -1.12722 -1.75163
C4 -0.83211 -0.60456 0.77104
C5 -2.15346 -0.55324 0.07114
H14 2.51096 1.89878 -1.93094
C6 -2.10103 -1.27732 -1.27754
H15 -2.25259 -2.43059 -1.02853

Forces on atoms 1 to 3 (eV/Å):
O 1.51 -3.13 -0.58
O -0.43 0.19 1.88
C -0.66 1.65 1.14

Atomic partial charges in e from the Löwdin method, atoms 1 to 4:
1. O -0.53
2. O -0.50
3. C -0.35
4. H 0.10